# 1
31
Properties=species:S:1:pos:R:3:mulliken_charge:R:1 method="wB97M-V/def2-TZVPD" e_lumo_ev=0.676 relative_energy_kj_mol=4.8 fmax_ev_per_a=4.8 multiplicity=1 smiles=CCN(c1ccc(O)c(C)c1)[C@@](C)(O)F
C -1.45 -2.37 1.36 -1.262
C -1.88 -0.89 1.27 -0.399
N -1.49 -0.32 -0.12 0.168
C -0.03 -0.19 -0.21 -1.231
C 0.68 -1.05 -1.03 0.106
C 2.04 -0.98 -1.03 -0.985
C 2.69 -0.04 -0.35 1.301
O 4.10 0.16 -0.43 -0.562
C 2.04 0.89 0.47 -0.247
C 2.80 2.03 1.15 -1.439
C 0.66 0.68 0.57 0.110
C -2.33 0.60 -0.65 1.333
C -1.71 1.18 -1.96 -1.428
O -3.54 0.01 -0.93 -0.542
F -2.58 1.69 0.20 -0.432
H -0.53 -2.51 0.91 0.314
H -1.38 -2.60 2.37 0.456
H -2.18 -3.03 0.90 0.288
H -2.87 -0.74 1.64 0.630
H -1.18 -0.31 2.02 0.215
H 0.10 -1.73 -1.73 0.387
H 2.69 -1.58 -1.77 0.124
H 4.44 -0.39 -1.10 0.267
H 3.72 2.19 0.58 0.379
H 2.15 2.84 1.24 0.427
H 3.13 1.72 2.19 0.276
H 0.10 1.24 1.37 0.345
H -1.10 0.46 -2.53 0.268
H -2.51 1.71 -2.47 0.404
H -1.04 1.95 -1.63 0.397
H -3.54 -0.61 -0.28 0.333

---

# 2
30
Properties=species:S:1:pos:R:3:mulliken_charge:R:1 method="wB97M-V/def2-TZVPD" e_lumo_ev=0.651 relative_energy_kj_mol=335.6 fmax_ev_per_a=5.0 multiplicity=1 smiles="C=CC(=C)SCCc1nc(C)[nH]c1C"
C 3.37 -2.14 0.25 -0.922
C 3.10 -0.87 0.61 -0.192
C 3.56 0.35 -0.08 0.545
C 4.66 0.50 -0.82 -0.804
S 2.55 1.86 0.27 -0.147
C 0.83 1.22 0.60 -0.823
C -0.04 1.21 -0.66 -0.797
C -1.42 0.74 -0.39 0.527
N -2.50 1.59 -0.16 -0.745
C -3.51 0.86 0.12 0.420
C -4.93 1.27 0.28 -1.169
N -3.12 -0.46 0.15 -0.071
C -1.80 -0.55 -0.21 0.131
C -1.03 -1.88 -0.21 -0.858
H 3.02 -2.90 0.84 0.320
H 3.88 -2.52 -0.66 0.245
H 2.66 -0.50 1.57 0.402
H 5.24 -0.40 -1.21 0.171
H 5.05 1.45 -1.10 0.311
H 0.82 0.29 1.08 0.359
H 0.48 1.80 1.35 0.546
H 0.09 2.20 -1.23 0.392
H 0.55 0.57 -1.37 0.298
H -5.38 1.49 -0.61 0.289
H -5.33 0.44 0.94 0.275
H -4.87 2.13 0.79 0.403
H -3.47 -1.35 0.44 0.210
H -1.12 -2.21 0.86 0.325
H -1.44 -2.58 -1.09 0.340
H 0.11 -1.60 -0.37 0.021

---

# 3
30
Properties=species:S:1:pos:R:3:mulliken_charge:R:1 method="wB97M-V/def2-TZVPD" e_lumo_ev=-2.809 relative_energy_kj_mol=0.0 total_charge=+1 fmax_ev_per_a=0.9 multiplicity=1
C -2.58 1.77 0.98 -0.962
N -2.34 0.63 0.09 -0.126
C -1.80 1.01 -1.16 -0.287
C -0.67 0.43 -1.56 -0.994
N -0.04 -0.47 -0.68 0.566
C -0.80 -1.24 0.10 1.038
C -1.92 -2.04 -0.46 -1.639
N -0.36 -1.58 1.31 -0.294
C 1.30 -0.12 -0.32 -0.626
C 1.62 1.19 -0.01 0.160
C 2.93 1.53 0.28 -0.823
C 3.92 0.55 0.25 -0.436
C 3.59 -0.76 -0.05 -0.672
C 2.28 -1.11 -0.33 0.113
H -1.63 2.25 1.20 0.278
H -3.26 2.51 0.54 0.339
H -3.01 1.40 1.91 0.342
H -3.21 0.11 -0.02 0.252
H -2.26 1.81 -1.72 0.495
H -0.14 0.68 -2.46 0.492
H -2.25 -1.66 -1.42 0.414
H -2.76 -2.09 0.23 0.430
H -1.57 -3.06 -0.61 0.393
H 0.45 -1.12 1.71 0.225
H -0.85 -2.26 1.87 0.255
H 0.84 1.94 0.01 0.397
H 3.18 2.55 0.52 0.403
H 4.94 0.82 0.46 0.420
H 4.36 -1.52 -0.08 0.397
H 2.02 -2.12 -0.58 0.449

---

# 4
31
Properties=species:S:1:pos:R:3:mulliken_charge:R:1 method="wB97M-V/def2-TZVPD" e_lumo_ev="-4.857 / -5.496" relative_energy_kj_mol=705.6 total_charge=+1 fmax_ev_per_a=4.5 multiplicity=1
C -2.49 -1.38 -0.32 0.730
C -3.15 -0.17 -0.10 -0.227
C -1.05 -1.50 -0.05 0.049
C -2.29 0.84 0.26 0.628
C -0.46 -0.44 0.42 -0.419
C -0.91 0.91 0.39 -0.067
C -2.56 -2.82 -0.77 -0.666
C -4.42 0.60 -0.14 -0.521
C -1.10 -2.95 -0.33 -0.358
C -3.47 1.84 0.24 -0.796
C 2.48 -0.19 -0.43 0.018
N 2.79 0.87 -1.14 -0.287
N 3.50 -0.94 0.03 -0.304
N 5.79 1.15 -0.23 -0.748
O -0.16 1.95 0.74 -0.502
H -3.38 -3.29 -0.28 0.343
H -2.79 -2.77 -1.86 0.251
H -4.89 0.65 -1.17 0.235
H -5.26 0.32 0.53 0.297
H -0.36 -3.21 -1.06 0.279
H -1.07 -3.66 0.46 0.278
H -3.62 2.22 1.14 0.384
H -3.34 2.62 -0.51 0.360
H 1.98 1.35 -1.60 0.234
H 3.76 1.37 -1.11 0.249
H 4.46 -0.64 0.00 0.211
H 3.18 -1.65 0.81 0.266
H 6.31 0.29 -0.43 0.285
H 5.84 1.47 -1.15 0.282
H 6.12 1.70 0.55 0.192
H -0.70 2.69 0.75 0.323

---

# 5
34
Properties=species:S:1:pos:R:3:mulliken_charge:R:1 method="wB97M-V/def2-TZVPD" e_lumo_ev=0.621 relative_energy_kj_mol=170.8 fmax_ev_per_a=4.3 multiplicity=1 smiles="O=C(O)[C@H](Cc1c[nH]cn1)NC(=O)[C@@H]1CCCN1"
O -2.24 2.12 1.47 -0.588
C -1.78 2.17 0.35 0.041
O -2.01 3.20 -0.41 -0.449
C -0.78 1.26 -0.31 0.156
C -1.49 0.29 -1.36 -0.957
C -2.44 -0.71 -0.61 0.525
C -3.43 -0.39 0.19 -0.383
N -3.94 -1.53 0.68 -0.007
C -3.27 -2.51 0.10 -0.386
N -2.24 -2.09 -0.64 -0.649
N -0.16 0.52 0.74 0.054
C 0.92 -0.34 0.71 0.166
O 1.29 -0.86 1.75 -0.663
C 1.73 -0.64 -0.55 -0.045
C 2.92 -1.51 -0.02 -0.853
C 3.88 -0.38 0.45 -0.540
C 3.22 0.93 0.13 -0.691
N 2.25 0.69 -0.89 -0.392
H -2.56 3.76 0.19 0.382
H 0.02 1.83 -0.79 0.525
H -0.72 -0.33 -1.84 0.228
H -2.05 0.83 -2.09 0.605
H -3.92 0.55 0.47 0.381
H -4.80 -1.60 1.12 0.183
H -3.54 -3.49 0.42 0.407
H -0.49 0.70 1.68 0.240
H 1.11 -1.03 -1.41 0.362
H 3.49 -1.95 -0.83 0.380
H 2.70 -2.14 0.79 0.356
H 4.15 -0.47 1.47 0.287
H 4.84 -0.56 -0.08 0.324
H 3.96 1.70 -0.14 0.504
H 2.73 1.30 1.08 0.181
H 2.70 0.69 -1.84 0.315

---

# 6
30
Properties=species:S:1:pos:R:3:mulliken_charge:R:1 method="wB97M-V/def2-TZVPD" e_lumo_ev="-5.912 / -5.429" relative_energy_kj_mol=455.7 total_charge=+1 fmax_ev_per_a=4.7 multiplicity=1
C -4.06 -0.61 -0.72 -0.233
C -3.44 -1.88 -0.76 -0.805
C -3.31 0.54 -0.74 -0.845
C -2.10 -1.92 -0.95 -0.151
C -1.95 0.49 -0.97 0.065
C -1.26 -0.76 -1.13 0.855
C 1.05 -0.04 0.86 0.426
C 1.89 3.28 0.55 -1.004
C 0.82 -1.82 -1.65 -0.860
C 1.98 -0.78 2.92 -0.596
C 2.39 1.87 0.12 -0.343
N -0.01 -0.68 -1.43 -0.180
O 0.96 -0.85 1.80 -0.249
O 2.02 0.80 0.89 -0.324
H -5.19 -0.62 -0.54 0.311
H -4.01 -2.73 -0.57 0.473
H -3.55 1.52 -0.64 0.474
H -1.67 -2.97 -0.99 0.127
H -1.23 1.24 -1.30 0.427
H 0.73 3.21 0.52 0.232
H 2.19 3.54 1.49 0.360
H 2.20 4.08 -0.17 0.346
H 0.40 -2.75 -1.36 0.354
H 1.89 -1.59 -1.19 0.233
H 0.95 -1.79 -2.75 0.401
H 1.68 -1.34 3.79 0.277
H 2.05 0.29 3.17 0.274
H 2.86 -1.26 2.36 0.279
H 3.47 1.85 0.28 0.297
H 2.24 1.68 -0.91 0.379

---

# 7
28
Properties=species:S:1:pos:R:3:mulliken_charge:R:1 method="wB97M-V/def2-TZVPD" e_lumo_ev=0.990 relative_energy_kj_mol=54.7 fmax_ev_per_a=0.6 multiplicity=1 smiles=C1CCOCC1.c1ccccc1
C 1.09 0.16 -0.06 -0.721
C 0.33 1.07 0.90 -0.259
C -0.40 2.15 0.12 -0.556
O 0.48 2.91 -0.69 -0.378
C 1.13 2.08 -1.65 -0.519
C 1.97 1.00 -0.99 -0.441
H 0.36 -0.41 -0.68 0.319
H 1.70 -0.58 0.49 0.291
H 1.05 1.56 1.59 0.135
H -0.39 0.50 1.51 0.305
H -0.90 2.87 0.79 0.298
H -1.18 1.69 -0.52 0.341
H 1.75 2.76 -2.27 0.281
H 0.37 1.62 -2.31 0.345
H 2.45 0.38 -1.76 0.316
H 2.78 1.49 -0.40 0.249
C 3.53 2.73 4.56 -0.344
C 4.02 3.23 3.35 -0.365
C 3.31 4.21 2.66 -0.341
C 2.11 4.70 3.18 -0.343
C 1.62 4.20 4.39 -0.363
C 2.33 3.21 5.08 -0.350
H 4.09 1.95 5.10 0.346
H 4.97 2.84 2.95 0.349
H 3.70 4.60 1.72 0.358
H 1.55 5.47 2.64 0.352
H 0.67 4.58 4.80 0.344
H 1.94 2.82 6.03 0.350

---

# 8
28
Properties=species:S:1:pos:R:3:mulliken_charge:R:1 method="wB97M-V/def2-TZVPD" e_lumo_ev="-5.368 / -5.367" relative_energy_kj_mol=394.4 total_charge=+1 fmax_ev_per_a=6.7 multiplicity=1
C 3.08 -0.28 -3.53 -0.232
C 3.51 -1.00 -2.39 -0.593
C 1.90 0.42 -3.48 -0.610
C 2.75 -1.03 -1.21 -0.435
C 1.03 0.28 -2.45 -0.234
C 1.45 -0.44 -1.26 0.986
C 0.64 -0.60 -0.19 -0.157
C -1.24 -0.07 -0.15 -0.880
C -1.63 -1.28 2.36 -1.439
C -0.83 1.57 2.47 -1.167
C -3.48 0.82 1.68 -1.222
P -1.71 0.34 1.45 1.250
H 3.69 -0.34 -4.46 0.360
H 4.52 -1.43 -2.39 0.359
H 1.63 0.91 -4.40 0.365
H 2.98 -1.27 -0.22 0.422
H -0.01 0.56 -2.51 0.254
H 1.19 -0.85 0.81 0.131
H -1.48 0.64 -0.93 0.345
H -1.83 -2.08 1.57 0.390
H -2.35 -1.31 3.10 0.480
H -0.68 -1.63 2.60 0.407
H 0.27 1.31 2.55 0.286
H -1.29 1.56 3.57 0.333
H -0.69 2.57 2.22 0.435
H -3.92 0.85 0.65 0.369
H -3.60 1.74 2.28 0.385
H -3.90 0.05 2.25 0.411

---

# 9
41
Properties=species:S:1:pos:R:3:mulliken_charge:R:1 method="wB97M-V/def2-TZVPD" e_lumo_ev="0.169 / 0.170" relative_energy_kj_mol=0.0 fmax_ev_per_a=5.1 multiplicity=2
Ce -1.30 -0.60 -0.16 0.781
Cl -1.04 0.14 2.60 -0.133
C 0.65 -0.07 3.00 0.566
C 1.00 -0.35 4.31 -0.805
C 2.33 -0.51 4.65 -0.373
C 3.31 -0.39 3.68 -0.677
C 2.95 -0.11 2.37 0.315
Cl 4.17 0.07 1.19 -0.226
C 1.61 0.05 1.99 0.185
S 1.21 0.47 0.33 -0.382
H 0.22 -0.42 5.05 0.450
H 2.60 -0.73 5.67 0.370
H 4.36 -0.49 3.92 0.417
O -2.53 -4.46 0.30 -0.848
Se -2.10 -2.98 0.13 1.277
O -0.54 -2.56 0.58 -0.526
O -2.93 -1.82 0.92 -0.496
O -2.07 -2.37 -1.42 -0.557
C -0.46 -0.77 -4.64 -1.115
As 0.20 -0.55 -2.80 0.765
C 1.85 0.49 -3.01 -1.032
C 0.81 -2.32 -2.22 -1.001
O -0.89 0.42 -2.03 -0.508
H 0.27 -1.25 -5.29 0.395
H -0.69 0.24 -5.02 0.360
H -1.38 -1.35 -4.59 0.348
H 2.51 0.07 -3.77 0.408
H 2.37 0.52 -2.05 0.331
H 1.56 1.51 -3.29 0.356
H 1.69 -2.55 -2.84 0.533
H 0.03 -3.06 -2.39 0.331
H 1.09 -2.32 -1.16 0.305
C -3.31 3.59 0.78 -1.371
C -2.27 2.53 0.55 0.920
N -0.99 2.91 0.64 -0.075
O -2.57 1.37 0.27 -0.534
H -3.03 4.27 1.58 0.417
H -4.26 3.12 1.02 0.329
H -3.44 4.16 -0.13 0.315
H -0.73 3.87 0.82 0.203
H -0.25 2.22 0.47 -0.018

---

# 10
38
Properties=species:S:1:pos:R:3:mulliken_charge:R:1 method="wB97M-V/def2-TZVPD" e_lumo_ev="-3.821 / -1.484" fmax_ev_per_a=2.7 multiplicity=8
H -3.61 -0.24 -0.75 0.470
N -1.87 0.90 -0.49 -0.435
B -0.01 2.59 -0.56 0.224
N -1.44 2.13 -0.93 0.072
C -2.43 2.72 -1.63 -0.152
Eu -1.76 -0.58 1.35 1.401
H -2.24 3.70 -2.07 0.453
C -3.53 1.86 -1.67 -1.062
H -4.46 1.99 -2.17 0.397
C -3.14 0.72 -0.94 0.042
H 0.16 3.71 -0.89 -0.133
C 2.42 -3.19 0.49 -0.700
H 3.27 -3.46 1.17 0.327
H 1.93 -2.29 0.89 0.033
H 2.92 -2.94 -0.45 0.180
N 0.99 1.70 -1.31 0.272
N 0.26 2.43 0.97 -0.009
N 1.02 0.35 -1.09 -0.381
N -0.07 1.24 1.65 -0.105
C 1.93 2.04 -2.23 -0.257
C 0.82 3.29 1.82 -0.118
H 2.09 3.07 -2.53 0.417
H 1.10 4.28 1.46 0.430
C 2.56 0.87 -2.63 -0.878
C 0.97 2.67 3.07 -1.052
C 1.96 -0.16 -1.87 -0.239
C 0.46 1.36 2.91 -0.189
H 3.37 0.78 -3.34 0.380
H 1.43 3.06 3.95 0.380
H 2.20 -1.21 -1.92 0.429
H 0.46 0.49 3.56 0.464
H 1.70 -3.97 0.37 0.174
B -1.67 -5.42 1.28 0.029
C -1.40 -4.22 0.25 0.249
N -1.13 -3.26 -0.35 -0.698
H -1.79 -4.85 2.36 -0.172
H -0.73 -6.25 1.28 -0.122
H -2.76 -5.91 0.97 -0.117

---

# 11
53
Properties=species:S:1:pos:R:3:mulliken_charge:R:1 method="wB97M-V/def2-TZVPD" e_lumo_ev=-2.681 fmax_ev_per_a=6.8 multiplicity=1
N -1.81 3.15 3.47 -0.588
N -2.38 1.92 3.04 0.267
C -1.71 0.72 3.64 -0.872
C -0.39 0.23 2.89 -0.342
C 0.70 1.36 2.60 -0.148
O 1.09 2.13 3.77 -0.577
C -2.54 1.87 1.53 -0.485
C -3.15 0.48 1.01 0.236
O -4.19 -0.04 1.50 -0.570
O -2.44 -0.21 -0.03 -0.407
H -1.97 3.27 4.48 0.233
H -2.22 3.92 2.93 0.356
H -3.35 1.93 3.42 0.453
H -1.56 0.94 4.75 0.450
H -2.46 -0.16 3.60 0.335
H -0.66 -0.36 1.93 0.176
H 0.10 -0.56 3.58 0.407
H 1.65 0.81 2.23 0.278
H 0.42 2.08 1.75 0.077
H 1.89 2.64 3.53 0.346
H -3.33 2.67 1.28 0.568
H -1.53 2.17 0.91 -0.119
H -2.23 0.48 -0.72 0.369
B 1.81 -1.66 -1.86 1.994
O 2.60 -0.93 -0.86 -0.854
C 2.25 0.36 -0.95 0.413
O 2.71 1.24 -0.27 -0.613
C 1.23 0.52 -1.99 0.581
O 0.70 1.55 -2.31 -0.538
O 0.96 -0.67 -2.53 -0.430
O 2.69 -2.35 -2.83 -0.696
C 2.41 -3.65 -2.75 0.624
O 2.95 -4.51 -3.42 -0.801
C 1.36 -3.88 -1.76 0.516
O 0.89 -4.94 -1.45 -0.628
O 1.00 -2.71 -1.22 -0.606
Cl -1.10 3.32 -0.02 -0.533
Na 1.17 -5.37 -4.61 0.924
C -0.35 -2.39 -8.62 0.293
Cl -1.63 -3.50 -9.18 -0.097
Cl 0.98 -2.38 -9.80 -0.078
Cl -1.02 -0.75 -8.47 -0.079
Cl 0.26 -2.93 -7.04 -0.016
C 6.07 -5.29 -3.03 0.699
O 5.59 -4.74 -2.02 -0.665
O 5.67 -6.39 -3.52 -0.599
O 7.02 -4.81 -3.72 -0.585
N -3.63 5.58 5.42 -2.390
H -4.39 6.03 4.89 0.650
H -3.23 4.81 4.86 0.574
H -2.89 6.27 5.62 0.643
H -4.00 5.20 6.31 0.795
Cs 3.97 -2.41 0.08 1.059

---

# 12
55
Properties=species:S:1:pos:R:3:mulliken_charge:R:1 method="wB97M-V/def2-TZVPD" e_lumo_ev=-0.249 fmax_ev_per_a=1.5 multiplicity=1
C -3.75 3.49 -1.65 -1.202
C -4.31 2.20 -1.04 -0.366
C -3.22 1.32 -0.44 -0.446
C -3.75 0.04 0.20 0.461
O -3.43 -1.14 -0.55 -0.475
O -2.12 -1.59 -0.13 0.117
S -2.31 -2.88 0.85 0.518
O -1.06 -3.57 0.75 -0.282
O -2.23 -1.94 2.26 -0.261
S -1.11 -2.50 3.37 -0.131
H -2.74 3.35 -2.02 0.312
H -4.37 3.85 -2.46 0.350
H -3.71 4.29 -0.91 0.283
H -4.88 1.66 -1.79 0.311
H -5.01 2.47 -0.24 0.311
H -2.48 1.06 -1.19 0.324
H -2.70 1.90 0.32 0.134
H -4.84 0.04 0.28 0.395
H -3.36 -0.07 1.21 -0.440
H -1.74 -2.14 4.49 0.109
C 1.13 -6.01 1.87 0.173
Br 0.99 -6.46 0.01 0.032
Br -0.20 -6.92 2.91 -0.043
Br 2.89 -6.34 2.55 -0.036
H 0.94 -4.95 1.96 -0.141
C -3.20 1.92 3.90 -0.356
Br -2.20 0.28 3.70 0.082
Br -3.77 2.20 5.71 -0.039
Br -2.18 3.40 3.22 -0.052
H -4.09 1.84 3.29 0.325
C 2.16 0.01 1.01 -0.453
Br 0.94 -0.84 2.26 0.090
Br 2.87 -1.30 -0.19 0.015
Br 1.28 1.43 0.06 -0.028
H 2.98 0.45 1.56 0.435
C 4.89 -1.13 -3.46 -0.397
Br 6.09 -0.66 -2.03 -0.040
Br 4.07 -2.83 -3.11 -0.067
Br 3.59 0.24 -3.75 0.052
H 5.48 -1.22 -4.36 0.406
C 6.05 4.05 -5.08 -0.316
Br 4.50 5.03 -4.50 -0.012
Br 6.43 2.59 -3.90 0.029
Br 5.87 3.45 -6.90 -0.013
H 6.89 4.73 -5.05 0.316
C 1.63 3.79 5.04 -0.337
Br 1.39 4.08 6.92 -0.029
Br 3.43 4.16 4.49 -0.031
Br 1.07 2.03 4.52 0.109
H 0.99 4.49 4.53 0.306
C -0.09 -4.27 -3.72 -0.409
Br 0.87 -3.42 -5.15 -0.042
Br 0.50 -6.09 -3.50 -0.078
Br 0.03 -3.25 -2.10 0.145
H -1.13 -4.30 -4.01 0.380

---

# 13
40
Properties=species:S:1:pos:R:3:mulliken_charge:R:1 method="wB97M-V/def2-TZVPD" e_lumo_ev=-0.614 fmax_ev_per_a=5.6 multiplicity=1
C 3.26 1.05 1.40 -0.395
O 4.01 0.18 0.53 -0.402
C 3.18 -0.95 0.08 -0.338
C 2.62 -0.54 -1.37 -0.568
C 1.14 -1.08 -1.70 -0.375
C 0.15 0.22 -1.70 -1.054
C -1.40 -0.14 -1.61 0.776
F -1.50 -1.54 -2.01 -0.387
C -2.04 -0.08 -0.15 -0.308
C -1.14 -0.71 1.02 -0.114
C -1.99 -1.78 1.90 0.188
F -3.18 -1.14 2.43 -0.328
Br -2.57 -3.36 0.87 -0.040
C -1.17 -2.31 3.20 0.635
F 0.15 -1.79 3.29 -0.199
F -1.83 -1.98 4.44 -0.232
Br -1.18 -4.32 3.17 -0.146
O -2.28 0.57 -2.50 -0.397
C -1.97 1.95 -2.65 0.672
O -1.69 2.33 -3.82 -0.473
P -1.89 3.29 -1.31 0.089
O -0.42 3.28 -0.45 -0.450
O -3.27 3.29 -0.29 -0.440
H 3.65 0.91 2.49 0.252
H 2.14 0.85 1.43 0.065
H 3.39 2.16 1.11 0.227
H 3.93 -1.82 -0.08 0.290
H 2.36 -1.21 0.84 0.161
H 2.58 0.61 -1.39 0.265
H 3.30 -0.84 -2.24 0.358
H 1.16 -1.50 -2.77 0.407
H 0.77 -1.92 -1.03 0.381
H 0.46 0.79 -2.66 0.522
H 0.45 0.90 -0.82 0.368
H -2.38 0.95 0.19 -0.181
H -3.00 -0.73 -0.20 0.448
H -0.13 -1.12 0.70 -0.270
H -0.92 0.15 1.76 0.324
H 0.17 4.02 -0.75 0.356
H -2.95 3.38 0.65 0.311

---

# 14
30
Properties=species:S:1:pos:R:3:mulliken_charge:R:1 method="wB97M-V/def2-TZVPD" e_lumo_ev=0.649 relative_energy_kj_mol=425.5 fmax_ev_per_a=5.0 multiplicity=1
C -3.02 -0.73 2.12 -0.304
C -3.28 0.33 1.27 -0.965
C -1.80 -1.41 1.99 -1.033
C -2.33 0.76 0.34 -0.268
C -0.86 -0.93 1.12 0.125
C -1.07 0.22 0.34 0.696
C -0.35 1.93 -1.34 -1.518
C 2.85 0.30 -1.53 -1.087
C 2.51 -0.72 1.34 -1.218
C -0.11 -0.96 -1.85 -0.662
C 0.08 0.70 -0.55 0.892
Si 1.84 0.52 0.06 0.541
Br -1.81 -0.98 -2.61 -0.104
H -3.69 -1.10 2.90 0.354
H -4.23 0.84 1.38 0.369
H -1.76 -2.24 2.65 0.416
H -2.66 1.59 -0.35 0.025
H 0.18 -1.41 1.08 0.054
H 0.11 2.69 -0.72 0.472
H 0.18 2.11 -2.31 0.294
H -1.46 2.02 -1.47 0.344
H 4.02 0.52 -1.33 0.287
H 2.77 -0.79 -1.72 0.274
H 2.36 0.93 -2.20 0.351
H 2.09 -1.13 2.22 0.452
H 2.69 -1.58 0.68 0.338
H 3.52 -0.54 1.67 0.412
H 0.83 -0.95 -2.60 0.330
H 0.17 -1.76 -1.17 0.440
H 2.23 1.76 0.58 -0.306